{
  "formula": "C7H12O2",
  "method": "ωB97M-V/def2-TZVPD",
  "symbols": ["C", "C", "C", "C", "C", "C", "C", "O", "O", "H", "H", "H", "H", "H", "H", "H", "H", "H", "H", "H", "H"],
  "coordinates": [[-0.619, 0.707, -0.064], [-0.492, 0.071, 1.215], [0.373, 0.350, -1.217], [-1.162, -1.225, 1.460], [0.292, 0.700, 2.296], [1.594, -0.521, -1.056], [-0.284, 0.374, -2.568], [-1.889, 0.949, -0.114], [0.412, 1.605, -0.537], [-0.428, -1.954, 1.820], [-1.674, -1.584, 0.571], [-1.896, -1.111, 2.266], [1.125, 1.280, 1.898], [0.634, -0.004, 3.053], [-0.377, 1.429, 2.777], [2.383, -0.177, -1.732], [1.366, -1.557, -1.314], [1.979, -0.487, -0.037], [-0.345, -0.633, -2.984], [-1.290, 0.790, -2.480], [0.298, 0.999, -3.251]],
  "atomic_forces_ev_per_a": [[2.01, -0.83, -1.72], [0.21, -0.03, 0.21], [-1.26, -0.24, 0.62], [-0.18, 0.10, -0.09], [-0.30, 0.33, 0.11], [-0.14, 0.13, -0.06], [0.24, 0.21, -0.02], [-0.28, 0.20, 0.64], [-0.28, 0.15, 0.42], [0.04, 0.10, -0.05], [0.05, 0.02, 0.03], [0.07, 0.00, -0.03], [-0.06, -0.04, -0.14], [-0.18, -0.03, -0.02], [0.05, -0.05, 0.06], [0.01, -0.01, 0.06], [-0.01, 0.02, 0.01], [0.03, 0.01, 0.03], [0.00, 0.02, 0.02], [0.03, -0.02, -0.01], [-0.06, -0.02, -0.07]],
  "mulliken_charge": [0.54, 0.75, 1.26, -1.41, -1.22, -1.41, -1.38, -0.76, -0.60, 0.37, 0.34, 0.36, 0.36, 0.38, 0.36, 0.37, 0.33, 0.35, 0.31, 0.39, 0.31],
  "orbital_gap_ev": [7.164, 7.172]
}

=====

{
  "formula": "C7H12O2",
  "method": "ωB97M-V/def2-TZVPD",
  "symbols": ["C", "C", "O", "C", "O", "C", "C", "C", "C", "H", "H", "H", "H", "H", "H", "H", "H", "H", "H", "H", "H"],
  "coordinates": [[1.484, 1.937, -0.927], [1.370, 0.433, -0.944], [1.607, -0.273, -1.919], [1.325, -0.160, 0.407], [2.001, -0.480, 1.314], [-0.432, -0.501, 0.275], [-0.985, 0.439, 1.346], [-1.243, -0.368, -1.007], [-0.460, -1.953, 0.744], [1.317, 2.321, -1.931], [0.769, 2.404, -0.250], [2.486, 2.186, -0.575], [-0.967, 1.476, 1.012], [-2.024, 0.180, 1.563], [-0.433, 0.354, 2.282], [-1.322, 0.667, -1.336], [-2.257, -0.738, -0.838], [-0.831, -0.983, -1.805], [0.003, -2.585, -0.015], [-1.486, -2.276, 0.920], [0.077, -2.079, 1.683]],
  "atomic_forces_ev_per_a": [[-1.06, 0.06, -0.51], [4.25, 0.10, -0.41], [-1.04, 0.70, 0.88], [-4.25, -0.77, -2.48], [0.47, 0.13, 0.50], [1.11, -0.26, 2.21], [-0.21, -0.24, 0.03], [0.61, 0.01, -0.23], [-0.02, 0.11, 0.10], [0.13, 0.09, -0.03], [-0.01, -0.02, 0.09], [0.05, -0.13, -0.04], [-0.01, 0.09, 0.03], [-0.12, 0.04, 0.00], [0.08, 0.02, 0.01], [0.02, 0.07, -0.18], [0.00, 0.07, 0.29], [0.10, 0.14, -0.12], [-0.08, -0.17, 0.03], [-0.11, -0.07, -0.13], [0.10, 0.02, -0.02]],
  "mulliken_charge": [-1.19, 0.90, -0.58, 0.34, -0.49, 1.55, -1.66, -1.78, -1.74, 0.33, 0.32, 0.37, 0.36, 0.44, 0.37, 0.39, 0.47, 0.41, 0.41, 0.44, 0.36],
  "smiles": "CC(=O)C(=O)C(C)(C)C",
  "orbital_gap_ev": 9.478
}

=====

{
  "formula": "C7H12O3Pb",
  "method": "ωB97M-V/def2-TZVPD",
  "symbols": ["C", "C", "H", "H", "H", "H", "H", "O", "C", "O", "O", "C", "C", "C", "C", "Pb", "H", "H", "H", "H", "H", "H", "H"],
  "coordinates": [[2.999, -0.872, -0.681], [3.162, -0.476, 0.605], [2.547, -0.206, -1.420], [3.492, -1.772, -1.054], [2.864, 0.526, 0.921], [3.822, -1.025, 1.279], [1.870, -1.372, 0.291], [-3.562, 3.006, -1.564], [-2.626, 2.582, -0.823], [-1.952, 3.406, -0.134], [-2.385, 1.295, -0.800], [-1.318, 0.817, 0.032], [-1.316, -0.698, -0.066], [-0.402, -1.353, 0.898], [0.494, -2.335, 0.589], [-3.197, 5.031, -0.935], [-1.492, 1.147, 1.065], [-0.370, 1.242, -0.322], [-1.128, -1.040, -1.093], [-2.319, -1.071, 0.224], [-0.432, -0.984, 1.930], [0.881, -2.957, 1.401], [0.366, -2.892, -0.343]],
  "atomic_forces_ev_per_a": [[0.27, 0.01, -0.14], [0.68, 0.29, -0.13], [-0.18, -0.32, 0.26], [-0.34, 0.07, 0.15], [-0.33, -0.42, 0.04], [-0.50, -0.13, -0.04], [0.04, 0.27, -0.05], [-0.52, -0.63, -0.52], [0.36, -1.61, 0.02], [0.70, -0.07, 0.59], [-0.40, 0.58, -0.30], [0.47, 0.01, 0.50], [-0.55, -0.36, -0.21], [1.20, -0.04, 0.07], [-1.05, -0.49, 0.36], [-0.42, 1.80, -0.05], [0.06, -0.04, -0.23], [-0.22, -0.01, 0.07], [-0.06, 0.12, 0.24], [0.20, 0.20, -0.22], [-0.01, -0.12, -0.23], [0.28, 0.45, -0.08], [0.33, 0.47, -0.11]],
  "mulliken_charge": [-0.32, -0.35, 0.27, 0.30, 0.28, 0.29, 0.20, -0.62, 0.96, -0.64, -0.21, -0.54, -0.37, 0.06, -1.15, 1.26, 0.38, 0.31, 0.36, 0.32, 0.38, 0.43, 0.40],
  "total_charge": 2,
  "orbital_gap_ev": 8.512
}

=====

{
  "formula": "C7H12O3S",
  "method": "ωB97M-V/def2-TZVPD",
  "symbols": ["C", "C", "C", "C", "C", "C", "C", "H", "H", "H", "H", "H", "H", "H", "H", "H", "H", "H", "H", "O", "O", "O", "S"],
  "coordinates": [[2.966, -0.636, 1.046], [0.894, 0.997, 0.570], [-0.027, 1.774, -0.326], [-1.446, 1.267, -0.501], [-2.259, 1.079, 0.765], [-1.907, -0.411, 1.256], [-1.820, -1.076, -0.116], [3.913, -1.257, 0.521], [3.276, 0.394, 1.343], [2.684, -1.320, 1.992], [1.881, 1.546, 0.976], [0.493, 0.520, 1.466], [-0.027, 2.779, 0.005], [0.633, 1.983, -1.188], [-2.054, 1.652, -1.371], [-2.058, 2.029, 1.378], [-3.271, 1.460, 0.454], [-2.652, -0.978, 1.642], [-0.859, -0.507, 1.643], [2.487, 0.212, -1.248], [-2.360, -2.102, -0.517], [-1.229, -0.145, -1.062], [1.778, -0.624, -0.151]],
  "atomic_forces_ev_per_a": [[3.81, -3.26, 2.85], [2.24, -1.71, 2.39], [1.26, 0.35, -0.57], [1.16, -2.71, -2.55], [-0.07, 2.20, 0.52], [1.99, 2.30, -3.22], [-1.02, 0.14, -3.45], [-2.45, 1.86, 1.43], [0.01, -1.02, -0.26], [0.46, 1.67, -1.99], [-2.45, -0.79, -1.48], [-0.41, 0.87, 0.21], [-0.42, 1.24, 1.13], [-0.91, -0.87, -0.72], [0.96, 0.50, 1.23], [0.49, -1.88, 0.16], [0.15, -1.97, 0.57], [-2.06, -1.18, 2.38], [-1.59, 0.13, 0.39], [-0.54, -2.03, 0.36], [1.92, 2.22, 1.41], [-1.48, -0.88, 2.41], [-1.06, 4.81, -3.19]],
  "mulliken_charge": [-0.76, -0.81, -1.20, 0.07, -0.59, -0.50, 0.62, 0.29, 0.28, 0.30, 0.55, 0.39, 0.43, 0.50, 0.35, 0.31, 0.32, 0.38, 0.20, -0.66, -0.58, -0.42, 0.54],
  "orbital_gap_ev": 9.414
}

=====

Calculated energy above the lowest of the compared OMol25 structures with the same formula, charge and spin, 75.3; 33.1; 0.0; 82.5 kcal per mole (same order as the records).